# 1
DFT (the ωB97M-V functional and the def2-TZVPD basis) results for a molecular structure, C32H30CeF5N3O7PSTe at a distorted geometry.

Its energy above the lowest of the compared OMol25 structures with the same formula, charge and spin is 21.4 kcal/mol. The calculation puts the energy at -106393.775 eV. Its net charge is +1. The largest force on an atom comes out at 0.0918 Eh/bohr. The value obtained for the molecular weight is 994.35 g mol⁻¹. The highest occupied orbital energy (spin up / spin down) comes out at -0.402 / -0.405 Eh.

Element x y z (Å)
1 O -4.414 1.839 -4.213
2 C -0.943 2.852 -3.705
3 H -1.359 5.484 -0.134
4 H 2.141 1.576 -4.151
5 H 0.155 -2.220 0.080
6 H -0.048 0.327 6.400
7 C 0.719 -2.945 3.390
8 H -0.048 6.617 0.207
9 H -0.082 1.607 -5.259
10 O -4.095 -3.777 -0.284
11 C -0.049 0.743 4.278
12 N -5.007 0.781 -3.859
13 C 2.374 5.258 -0.580
14 C 0.032 1.758 3.294
15 C 0.211 3.450 4.981
16 O -1.522 1.633 0.090
17 F 1.779 3.068 1.511
18 C 2.643 -5.350 -0.519
19 H 2.142 -2.868 -1.399
20 C -1.533 0.468 -0.395
21 C 0.124 -5.653 -0.838
22 H 2.418 6.051 0.148
23 C 0.010 -0.642 3.816
24 F 4.901 -0.822 0.233
25 C 1.629 2.913 -2.586
26 O -0.549 -0.349 -0.313
27 C 1.318 -3.584 -1.616
28 O -5.954 0.283 -4.504
29 C 1.253 -4.207 3.287
30 C -4.548 0.131 -2.711
31 H 0.353 2.696 7.022
32 C -0.349 5.838 -0.474
33 P 0.787 4.415 -0.350
34 H -1.494 4.251 -2.146
35 S 0.477 -1.957 4.847
36 H -5.756 -1.639 -3.070
37 C -3.523 0.767 -1.926
38 O -5.880 -3.474 -1.623
39 H 2.933 -5.652 -1.544
40 H -1.969 2.724 -4.021
41 F 2.646 0.057 2.353
42 H -3.268 1.832 -1.933
43 Te 4.274 0.877 0.875
44 H 0.372 -3.014 -1.800
45 H 0.124 3.860 2.872
46 C 0.428 -2.805 0.958
47 C 0.323 -2.206 2.257
48 C 0.559 3.600 -1.972
49 Ce 0.913 1.044 1.085
50 H 2.667 -6.265 0.123
51 H 3.466 -4.701 -0.110
52 C 1.350 2.191 -3.745
53 N -0.052 -0.924 2.510
54 C -4.314 -1.836 -1.505
55 C 0.191 2.453 5.962
56 C 0.055 1.092 5.616
57 C 1.267 -4.665 -0.521
58 H 2.473 5.722 -1.580
59 C 1.373 -4.797 2.018
60 H 2.601 2.835 -2.086
61 H 1.607 -4.763 4.159
62 H 1.730 -5.820 1.935
63 O 2.696 0.675 -0.255
64 C 0.074 2.171 -4.345
65 H 0.040 -6.418 -0.069
66 C -2.758 -0.044 -1.070
67 C 1.008 -4.064 0.838
68 H 3.165 4.535 -0.356
69 C -0.707 3.660 -2.575
70 H 0.296 -6.210 -1.787
71 H 0.244 4.503 5.301
72 H -2.542 -2.066 -0.250
73 N -4.780 -3.105 -1.121
74 H -0.396 6.244 -1.501
75 F 4.990 1.756 -0.748
76 H -0.827 -5.115 -0.872
77 C -4.999 -1.154 -2.493
78 C 0.096 3.096 3.633
79 H 1.579 -4.065 -2.568
80 C -3.144 -1.380 -0.866
81 F 5.904 0.824 2.270

Atomic partial charges in e from the Löwdin method, atoms 1 to 8: atom 1 (O): 0.046, atom 2 (C): -0.042, atom 3 (H): 0.075, atom 4 (H): 0.122, atom 5 (H): 0.083, atom 6 (H): 0.118, atom 7 (C): -0.398, atom 8 (H): 0.051

# 2
DFT (the ωB97M-V functional and the def2-TZVPD basis) results for a gas-phase ion, C4H11N4O (charge +1) at a distorted geometry.

The spin multiplicity is 3. Its energy above the lowest of the compared OMol25 structures with the same formula, charge and spin is 101.4 kcal/mol. The calculation puts the energy at -12316.661 eV. Its net charge is +1. The largest force on an atom comes out at 0.2325 Eh/bohr. The value obtained for the molecular weight is 131.16 g mol⁻¹. The highest occupied orbital energy (spin up / spin down) comes out at -0.336 / -0.555 Eh.

Element x y z (Å)
1 H -1.544 2.403 -1.546
2 N 3.671 -2.038 1.220
3 C 2.444 -2.071 1.053
4 C -0.600 -0.290 0.236
5 H 0.539 1.648 -0.486
6 H -1.471 -0.774 0.150
7 H -2.559 1.260 -0.791
8 H -0.027 -2.010 2.027
9 C -1.544 1.854 -0.722
10 C -0.331 0.956 -0.664
11 H -0.591 0.215 1.295
12 N 0.214 -2.376 1.066
13 N 0.469 -1.351 0.086
14 N 1.780 -0.960 0.454
15 H -1.447 2.600 0.152
16 H -0.163 0.432 -1.542
17 H 0.536 -1.720 -0.820
18 H 2.415 -0.412 -0.125
19 H 4.165 -2.710 1.737
20 O 1.464 -2.970 1.383

Atomic partial charges in e from the Löwdin method, atoms 1 to 8: atom 1 (H): 0.017, atom 2 (N): 0.282, atom 3 (C): -0.486, atom 4 (C): -0.075, atom 5 (H): 0.142, atom 6 (H): 0.089, atom 7 (H): 0.133, atom 8 (H): 0.188

# 3
DFT (the ωB97M-V functional and the def2-TZVPD basis) results for 4 unconnected molecules or ions with the total composition C31H47ClN2O10S3 at a distorted geometry.

The calculation puts the energy at -101374.980 eV. The largest force on an atom comes out at 0.1796 Eh/bohr. The structure (SMILES) is CC(=O)OCCCCCCc1ccc(Cl)c2ncc(CCC(=O)O)nc12.O=S1(=O)CCCC1.O=S1(=O)CCCC1.O=S1(=O)CCCC1. The value obtained for the molecular weight is 739.38 g mol⁻¹. The highest occupied orbital energy comes out at -0.313 Eh.

Element x y z (Å)
1 H -0.972 -1.974 -7.010
2 C -2.150 -1.355 -4.549
3 O -2.272 -3.370 -0.795
4 H -2.030 3.698 8.582
5 C -1.206 -2.839 -0.145
6 H -5.636 -3.633 -3.000
7 C 0.920 3.455 0.884
8 C -5.181 -5.732 -1.224
9 C -0.905 1.850 1.018
10 C -1.592 4.799 5.856
11 H -6.407 -2.603 -1.753
12 H 5.403 1.328 0.852
13 H 5.246 -1.618 3.419
14 C 5.536 0.233 1.273
15 H -2.858 -0.974 -3.809
16 C -0.863 0.086 -6.376
17 H -1.494 5.878 7.752
18 H 4.079 -1.082 -2.443
19 C -2.757 -1.377 -5.950
20 H 0.496 -3.440 0.876
21 O 0.020 -3.635 0.016
22 S -7.497 -4.709 -2.027
23 H 6.868 -1.783 4.369
24 S -0.737 -0.265 -4.633
25 H -1.888 1.407 1.532
26 S -1.060 2.434 6.833
27 C -1.629 -1.099 -6.943
28 H -3.519 -0.592 -6.035
29 O 6.982 0.095 1.600
30 H 0.133 0.200 -6.807
31 C 2.925 3.244 -1.159
32 H -3.248 -2.334 -6.153
33 H -7.096 -6.415 -0.437
34 H 5.727 -1.157 -0.648
35 C 4.457 1.169 -2.166
36 C 5.010 -0.949 0.262
37 C -1.087 3.758 8.032
38 O -1.024 0.947 -3.891
39 H -4.625 -5.954 -2.143
40 H 4.849 0.175 2.240
41 H -1.566 3.018 4.574
42 H -2.682 4.715 5.941
43 H -4.146 -3.816 -1.047
44 H -0.672 -0.807 -1.740
45 H -0.246 3.642 8.720
46 C -1.205 -0.276 -0.817
47 H 0.067 5.341 7.123
48 C 3.719 4.585 -0.560
49 H 3.612 6.370 1.207
50 H 2.804 2.381 -3.382
51 H 2.950 0.249 0.372
52 C -0.986 5.058 7.235
53 O 0.462 -1.045 -4.408
54 H -1.796 -2.346 -4.250
55 H -4.706 -6.288 -0.410
56 C -0.362 1.072 -0.304
57 H -2.013 -0.887 -7.945
58 H 4.378 3.316 -2.932
59 C -1.304 -1.322 0.482
60 O 0.195 1.717 6.942
61 H -5.530 -4.016 0.042
62 C -5.157 -4.225 -0.968
63 C 6.352 -1.989 3.331
64 C -6.089 -3.616 -2.004
65 C 1.523 2.709 -0.429
66 H 4.711 4.963 -1.078
67 N 0.862 1.513 -1.054
68 C 3.492 -0.540 -0.302
69 H 0.048 3.592 5.102
70 H 2.859 -1.545 -0.207
71 O -8.443 -4.259 -1.028
72 C 3.590 2.534 -2.496
73 C 1.751 4.798 1.428
74 H 4.903 -1.981 0.849
75 C 3.542 -0.166 -1.898
76 O -7.879 -4.950 -3.404
77 H 5.271 1.368 -1.323
78 C -6.642 -6.145 -1.394
79 H -2.310 0.040 -1.046
80 O -2.342 1.761 6.861
81 H 6.313 -3.135 3.043
82 O 8.322 -1.895 1.713
83 H -0.420 -1.072 1.212
84 H 5.091 0.949 -3.153
85 H 2.498 -0.052 -2.415
86 H -1.432 1.014 -6.490
87 C 7.245 -1.244 2.175
88 Cl 1.072 5.710 2.924
89 H -6.746 -6.971 -2.102
90 H -2.327 -1.236 1.059
91 N -0.301 3.065 1.667
92 C -1.002 3.476 5.389
93 H -1.368 5.608 5.155
94 C 3.118 5.389 0.744

Atomic partial charges in e from the Löwdin method, atoms 1 to 8: atom 1 (H): 0.123, atom 2 (C): -0.232, atom 3 (O): -0.051, atom 4 (H): 0.107, atom 5 (C): -0.252, atom 6 (H): 0.106, atom 7 (C): -0.150, atom 8 (C): -0.216